# 1
The following is a DFT calculation (ωB97M-V/def2-TZVPD) of C16H47N3O9PdZn as an isolated structure at a distorted geometry.

CARTESIAN COORDINATES (ANGSTROEM)
Zn: -20.282 -27.855 2.117
Pd: -16.784 -26.483 0.704
O: -18.874 -26.613 1.393
H: -19.184 -25.772 1.781
O: -16.627 -28.556 1.042
H: -16.563 -29.132 0.256
C: -15.907 -22.182 0.953
C: -15.912 -23.723 1.128
C: -16.172 -24.076 2.598
O: -16.209 -25.505 2.689
C: -16.484 -25.996 3.994
N: -16.956 -24.248 0.307
H: -15.015 -21.712 1.369
H: -16.816 -21.662 1.256
H: -15.790 -21.898 -0.092
H: -14.963 -24.161 0.818
H: -17.142 -23.633 2.826
H: -15.413 -23.755 3.312
H: -16.662 -27.068 3.913
H: -17.330 -25.544 4.510
H: -15.718 -25.902 4.764
H: -16.947 -23.740 -0.566
H: -17.818 -23.829 0.624
C: -20.124 -31.819 1.389
C: -19.496 -30.621 0.581
C: -20.131 -30.217 -0.797
O: -20.187 -31.335 -1.715
C: -20.947 -31.057 -2.900
N: -19.236 -29.541 1.485
H: -19.996 -32.651 0.696
H: -21.182 -31.649 1.589
H: -19.512 -32.186 2.213
H: -18.511 -31.028 0.350
H: -19.550 -29.418 -1.258
H: -21.154 -29.933 -0.552
H: -20.392 -30.310 -3.467
H: -21.947 -30.686 -2.678
H: -21.186 -31.892 -3.559
H: -19.031 -30.063 2.325
H: -18.324 -29.258 1.154
C: -24.169 -29.736 2.293
C: -22.793 -29.229 1.764
C: -22.854 -28.145 0.713
O: -21.476 -27.741 0.519
C: -21.381 -26.858 -0.534
N: -22.020 -28.746 2.910
H: -24.992 -29.984 1.623
H: -24.591 -28.926 2.887
H: -24.025 -30.594 2.950
H: -22.417 -30.169 1.361
H: -23.505 -27.347 1.069
H: -23.295 -28.450 -0.236
H: -20.357 -26.545 -0.737
H: -21.929 -25.936 -0.342
H: -21.813 -27.334 -1.415
H: -21.867 -29.611 3.408
H: -22.697 -28.229 3.453
C: -20.593 -23.146 1.311
C: -20.982 -22.223 0.097
O: -22.385 -21.984 0.035
O: -19.225 -22.936 1.645
H: -20.702 -24.211 1.101
H: -21.162 -22.873 2.199
H: -20.618 -22.733 -0.795
H: -20.502 -21.262 0.278
H: -22.663 -21.429 0.768
H: -19.250 -22.425 2.458
C: -20.429 -25.643 4.132
C: -20.039 -26.988 4.948
O: -19.366 -27.936 4.095
O: -21.106 -26.099 2.996
H: -19.499 -25.184 3.797
H: -21.022 -24.938 4.716
H: -20.957 -27.443 5.319
H: -19.406 -26.845 5.824
H: -18.823 -28.480 4.670
H: -21.815 -25.491 2.773

Output
* DFT total energy: -3385.812772 Eh
* relative energy (zero: lowest compared OMol25 entry of this formula, charge and spin): 0.00 kcal per mole
* net charge: +2
* multiplicity: 3
* Kohn-Sham gap (spin up / spin down): 9.404 / 7.263 eV


# 2
The following is a DFT calculation (ωB97M-V/def2-TZVPD) of a 2-piece molecular cluster, C3H7ClOS overall at a distorted geometry.

CARTESIAN COORDINATES (ANGSTROEM)
C: -0.918 1.507 -0.201
C: -0.607 0.122 0.329
C: 0.572 -0.510 -0.430
O: 0.517 -2.450 -0.046
S: 2.175 -0.067 -0.419
Cl: -2.043 -0.874 -0.163
H: -0.933 1.606 -1.336
H: -1.790 1.894 0.189
H: -0.200 2.131 0.332
H: -0.347 0.113 1.440
H: 0.238 -0.661 -1.392
H: 1.047 -2.610 0.774
H: 2.289 -0.201 0.923

Output
* DFT total energy: -1052.020868 Eh
* relative energy (zero: lowest compared OMol25 entry of this formula, charge and spin): 65.27 kcal per mole
* net charge: 0
* multiplicity: 1
* Kohn-Sham gap (spin up / spin down): 9.818 / 9.819 eV


# 3
The following is a DFT calculation (ωB97M-V/def2-TZVPD) of a 4-piece molecular cluster, C2H11NO4 overall at a distorted geometry.

CARTESIAN COORDINATES (ANGSTROEM)
C: 0.162 0.851 -1.940
C: 0.643 0.191 -0.720
N: 0.298 -1.045 -0.467
O: 1.246 0.852 0.168
H: -0.695 1.487 -1.758
H: -0.051 0.138 -2.734
H: 0.911 1.503 -2.383
H: -0.615 -1.358 -0.866
H: 0.561 -1.462 0.415
H: -2.150 -0.050 0.094
H: -3.369 -0.889 -0.362
O: -2.493 -0.587 -0.638
H: 2.151 -0.357 1.284
H: 2.953 -1.306 2.145
O: 2.128 -1.228 1.655
H: -0.503 1.387 1.210
H: -1.569 1.293 2.162
O: -1.431 1.198 1.220

Output
* DFT total energy: -438.194881 Eh
* relative energy (zero: lowest compared OMol25 entry of this formula, charge and spin): 13.27 kcal per mole
* net charge: +1
* multiplicity: 2
* Kohn-Sham gap (spin up / spin down): 11.019 / 6.037 eV


# 4
The following is a DFT calculation (ωB97M-V/def2-TZVPD) of a 3-piece molecular cluster, C33H68F9N4O10P2 overall at a distorted geometry.

CARTESIAN COORDINATES (ANGSTROEM)
C: 1.512 4.044 3.268
C: 0.292 4.439 2.398
C: 0.621 4.605 0.860
C: 2.094 4.964 0.566
C: 2.372 5.300 -0.930
C: 1.961 4.167 -1.935
C: 3.234 3.385 -2.382
C: 3.583 2.219 -1.392
C: 2.870 0.880 -1.844
N: 1.925 0.395 -0.806
C: 2.578 -0.492 0.185
C: 3.167 0.342 1.371
C: 3.209 -0.457 2.678
F: 3.518 -1.758 2.515
F: 1.935 -0.437 3.202
C: 4.115 0.218 3.761
F: 3.824 1.534 3.843
F: 3.803 -0.291 4.967
C: 5.643 -0.052 3.524
F: 6.010 -1.019 4.383
F: 5.895 -0.498 2.278
C: 6.588 1.157 3.801
F: 6.591 1.472 5.087
F: 7.835 0.733 3.529
F: 6.363 2.203 3.024
C: 0.839 -0.287 -1.364
N: 1.094 -1.013 -2.567
N: -0.318 -0.287 -0.791
C: -1.431 -1.050 -1.414
O: -2.415 -1.347 -0.460
C: -3.710 -1.281 -1.113
C: -0.603 0.450 0.443
C: -1.694 1.564 0.263
O: -1.879 1.911 -1.106
C: -3.040 1.237 1.026
N: -3.169 2.046 2.267
H: 2.140 4.939 3.420
H: 1.226 3.696 4.276
H: 2.127 3.275 2.776
H: -0.433 3.603 2.469
H: -0.170 5.382 2.727
H: 0.282 3.684 0.355
H: -0.005 5.432 0.473
H: 2.329 5.886 1.136
H: 2.792 4.192 0.929
H: 1.862 6.241 -1.197
H: 3.455 5.494 -1.036
H: 1.194 3.490 -1.513
H: 1.540 4.658 -2.828
H: 3.041 3.007 -3.404
H: 4.130 4.024 -2.451
H: 4.673 2.066 -1.493
H: 3.336 2.471 -0.352
H: 2.391 1.101 -2.805
H: 3.681 0.144 -1.988
H: 3.421 -1.068 -0.244
H: 1.876 -1.250 0.582
H: 4.172 0.720 1.124
H: 2.469 1.181 1.539
H: 1.077 -2.007 -2.338
H: 0.416 -0.771 -3.287
H: -1.895 -0.367 -2.155
H: -1.093 -1.996 -1.865
H: -3.659 -1.770 -2.099
H: -3.953 -0.203 -1.180
H: -4.474 -1.744 -0.472
H: 0.276 0.919 0.898
H: -1.007 -0.241 1.203
H: -1.308 2.469 0.773
H: -2.529 2.628 -1.141
H: -3.928 1.493 0.422
H: -3.087 0.188 1.357
H: -3.012 3.013 1.985
H: -2.437 1.795 2.929
O: 6.970 -2.950 -2.733
P: 5.992 -4.087 -2.698
O: 4.554 -3.284 -2.765
C: 4.162 -2.687 -4.000
C: 3.653 -3.722 -4.988
O: 6.030 -4.405 -1.080
C: 7.182 -4.077 -0.299
C: 6.968 -2.766 0.422
O: 5.225 -5.548 -2.932
C: 6.049 -6.714 -3.171
C: 6.664 -7.258 -1.894
H: 4.996 -2.120 -4.424
H: 3.363 -1.979 -3.768
H: 4.459 -4.384 -5.310
H: 3.236 -3.238 -5.873
H: 2.885 -4.348 -4.531
H: 8.083 -4.051 -0.914
H: 7.320 -4.880 0.430
H: 6.669 -1.969 -0.261
H: 7.876 -2.458 0.943
H: 6.166 -2.869 1.157
H: 6.821 -6.479 -3.907
H: 5.395 -7.469 -3.608
H: 7.491 -6.630 -1.560
H: 7.060 -8.261 -2.057
H: 5.931 -7.290 -1.089
O: -7.569 0.258 0.398
P: -8.913 -0.065 1.022
O: -9.108 -1.508 0.242
C: -8.395 -2.648 0.712
C: -9.021 -3.224 1.970
O: -9.793 0.875 -0.022
C: -9.248 2.079 -0.560
C: -8.713 1.849 -1.960
O: -10.390 -0.400 1.750
C: -10.840 0.468 2.818
C: -11.416 1.774 2.298
H: -7.344 -2.390 0.883
H: -8.429 -3.391 -0.086
H: -8.913 -2.534 2.811
H: -8.545 -4.168 2.241
H: -10.088 -3.392 1.827
H: -8.480 2.490 0.097
H: -10.059 2.811 -0.596
H: -8.014 1.013 -1.993
H: -8.211 2.744 -2.332
H: -9.531 1.604 -2.640
H: -10.022 0.652 3.516
H: -11.615 -0.081 3.354
H: -10.623 2.446 1.966
H: -11.970 2.287 3.085
H: -12.076 1.600 1.450

Output
* DFT total energy: -3850.831841 Eh
* net charge: +1
* multiplicity: 1
* Kohn-Sham gap: 8.395 eV


# 5
The following is a DFT calculation (ωB97M-V/def2-TZVPD) of C36H80B4F16HgN4 as an isolated structure at a distorted geometry.

CARTESIAN COORDINATES (ANGSTROEM)
Hg: 2.999 -0.147 1.922
C: -2.134 -2.148 2.875
C: -1.023 -2.053 3.923
C: -1.459 -2.741 5.196
N: -0.699 -2.452 6.473
C: -0.758 -1.009 6.932
C: 0.141 -0.740 8.111
C: 1.582 -1.172 7.879
C: 1.644 -2.631 7.476
C: 0.780 -2.883 6.286
C: -1.300 -3.293 7.529
H: -3.027 -1.581 3.187
H: -2.537 -3.165 2.805
H: -1.838 -1.783 1.895
H: -0.926 -0.980 4.084
H: -0.096 -2.420 3.488
H: -1.334 -3.822 5.142
H: -2.487 -2.436 5.395
H: -0.368 -0.425 6.103
H: -1.814 -0.805 7.111
H: 0.053 0.325 8.335
H: -0.196 -1.213 9.043
H: 2.007 -0.561 7.091
H: 2.124 -1.023 8.812
H: 2.652 -2.964 7.232
H: 1.345 -3.289 8.300
H: 1.108 -2.464 5.340
H: 0.622 -3.949 6.103
H: -2.381 -3.324 7.379
H: -1.152 -2.866 8.515
H: -0.903 -4.303 7.507
C: -5.433 -0.438 0.855
C: -4.159 0.416 0.842
C: -4.318 1.619 1.764
N: -3.264 2.680 1.643
C: -1.887 2.104 1.664
C: -0.828 3.161 1.712
C: -0.977 4.139 2.869
C: -2.398 4.707 2.877
C: -3.400 3.566 2.852
C: -3.498 3.454 0.394
H: -5.555 -0.917 -0.114
H: -6.350 0.066 1.154
H: -5.302 -1.237 1.589
H: -3.941 0.762 -0.170
H: -3.305 -0.183 1.153
H: -4.332 1.318 2.812
H: -5.264 2.121 1.554
H: -1.789 1.396 2.489
H: -1.761 1.496 0.764
H: 0.125 2.631 1.718
H: -0.632 3.746 0.803
H: -0.834 3.567 3.794
H: -0.235 4.931 2.840
H: -2.587 5.293 3.778
H: -2.558 5.415 2.058
H: -3.210 2.909 3.701
H: -4.421 3.946 2.890
H: -2.678 4.154 0.307
H: -4.409 4.029 0.541
H: -3.588 2.732 -0.403
C: 8.132 2.629 -4.792
C: 7.538 1.232 -5.086
C: 6.743 0.670 -3.922
N: 6.416 -0.793 -3.991
C: 5.703 -1.181 -2.748
C: 4.343 -0.518 -2.629
C: 3.494 -0.843 -3.845
C: 4.200 -0.453 -5.130
C: 5.573 -1.110 -5.204
C: 7.676 -1.574 -4.046
H: 7.984 3.361 -5.578
H: 9.194 2.505 -4.591
H: 7.656 3.039 -3.897
H: 8.274 0.586 -5.554
H: 6.799 1.386 -5.891
H: 5.848 1.258 -3.768
H: 7.322 0.799 -3.000
H: 6.317 -0.994 -1.868
H: 5.508 -2.257 -2.791
H: 4.457 0.565 -2.569
H: 3.852 -0.855 -1.720
H: 2.491 -0.424 -3.745
H: 3.294 -1.924 -3.883
H: 4.369 0.622 -5.217
H: 3.591 -0.799 -5.965
H: 6.159 -0.781 -6.058
H: 5.523 -2.200 -5.232
H: 7.425 -2.630 -3.990
H: 8.263 -1.309 -3.169
H: 8.213 -1.357 -4.958
C: -2.138 -0.057 -2.246
C: -3.349 -0.515 -3.047
C: -3.568 0.433 -4.211
N: -4.820 0.245 -5.039
C: -4.709 1.105 -6.250
C: -5.808 0.837 -7.255
C: -5.756 -0.619 -7.652
C: -6.042 -1.473 -6.448
C: -4.994 -1.225 -5.362
C: -6.008 0.662 -4.229
H: -1.933 -0.728 -1.411
H: -2.271 0.950 -1.835
H: -1.203 -0.007 -2.804
H: -4.229 -0.567 -2.397
H: -3.198 -1.525 -3.430
H: -2.785 0.223 -4.942
H: -3.530 1.478 -3.905
H: -3.724 0.943 -6.696
H: -4.691 2.157 -5.956
H: -5.749 1.486 -8.128
H: -6.791 1.078 -6.834
H: -4.763 -0.839 -8.066
H: -6.395 -0.865 -8.501
H: -6.022 -2.540 -6.670
H: -7.043 -1.288 -6.048
H: -4.040 -1.573 -5.765
H: -5.233 -1.722 -4.428
H: -6.945 0.347 -4.662
H: -5.960 1.739 -4.090
H: -5.858 0.201 -3.256
B: 2.297 1.279 4.111
F: 2.273 2.414 3.278
F: 1.362 0.352 3.510
F: 3.588 0.691 4.065
F: 1.943 1.624 5.394
B: 5.421 0.955 0.735
F: 5.078 -0.448 0.775
F: 6.763 1.157 0.860
F: 4.903 1.507 -0.443
F: 4.712 1.483 1.884
B: 3.089 -3.004 2.915
F: 2.690 -3.708 4.061
F: 3.526 -3.838 1.911
F: 1.967 -2.241 2.447
F: 4.057 -2.032 3.245
B: 1.110 -0.075 -0.143
F: 0.138 -0.538 0.772
F: 2.245 -0.971 -0.107
F: 0.618 -0.031 -1.432
F: 1.582 1.164 0.362

Output
* DFT total energy: -3489.789534 Eh
* relative energy (zero: lowest compared OMol25 entry of this formula, charge and spin): 0.00 kcal per mole
* net charge: +2
* multiplicity: 1
* Kohn-Sham gap: 10.370 eV


# 6
The following is a DFT calculation (ωB97M-V/def2-TZVPD) of an isolated molecule of C4H7ClO at a distorted geometry.

CARTESIAN COORDINATES (ANGSTROEM)
O: 0.560 1.714 -0.821
C: 0.929 0.306 -0.910
C: 0.372 -0.524 0.235
C: -1.070 -1.023 0.056
C: -0.775 0.110 0.952
Cl: -0.996 0.025 2.698
H: 1.243 2.084 -0.256
H: 2.019 0.307 -0.933
H: 0.652 -0.131 -1.881
H: 1.107 -1.083 0.787
H: -1.380 -1.994 0.461
H: -1.533 -0.804 -0.924
H: -1.129 1.013 0.537

Output
* DFT total energy: -691.992093 Eh
* relative energy (zero: lowest compared OMol25 entry of this formula, charge and spin): 33.77 kcal per mole
* net charge: 0
* multiplicity: 1
* Kohn-Sham gap: 11.042 eV


> The highest multiplicity belongs to which entry?

C16H47N3O9PdZn